# 1
A molecular structure, C27H36MnN3PS3 in a non-equilibrium geometry, computed with wB97M-V/def2-TZVPD.

The geometry in XYZ format:
```
71
Properties=species:S:1:pos:R:3:forces:R:3:mulliken_spin:R:1
H 5.244121 1.923949 -4.441420 -0.011 -0.007 -0.014 0.00
C 2.552330 -0.723250 1.085349 1.110 -0.657 -0.121 -0.01
H 2.460401 0.564680 4.162217 -0.031 0.050 -0.085 0.00
C -4.648484 -0.365972 0.812966 0.017 0.049 0.075 0.00
H 0.063118 3.010482 1.156909 0.025 -0.011 0.002 0.00
H 0.324971 -2.057398 -0.292259 -0.073 0.181 -0.134 0.00
S 0.372443 -2.152217 -2.199899 0.116 0.274 -0.703 0.04
C 0.159947 2.040572 3.634871 0.041 -0.062 0.055 0.00
C 2.432871 -0.315608 3.525940 -0.026 -0.162 0.216 0.01
C -2.962577 1.187620 -5.134530 -0.005 0.003 -0.012 0.00
H 0.541094 -3.758889 3.265998 0.027 0.035 0.016 0.00
H -1.325989 3.493467 2.148246 0.040 -0.038 0.071 0.00
H 0.163852 -0.110584 -5.222593 -0.009 0.012 -0.023 0.00
C -3.858277 -1.106960 -0.054980 -0.051 0.050 0.053 0.00
C 2.077125 1.839720 -3.265784 0.044 -0.042 -0.014 0.00
H -4.652436 0.961414 2.501698 0.001 0.001 -0.003 0.00
H 2.467588 -0.204496 0.140083 -0.051 0.147 0.005 0.00
H -2.534290 1.990912 3.347573 0.076 0.053 -0.009 0.00
H -1.304248 -3.133086 0.942766 0.038 -0.024 -0.011 0.00
C -3.113666 1.337018 -3.762963 -0.072 0.020 0.033 0.00
H 2.944043 -1.453814 -3.164670 -0.051 0.006 -0.010 0.00
H -1.205966 -3.572852 3.215655 0.029 -0.064 0.021 0.00
H -2.200886 1.082510 -1.835907 -0.031 -0.010 0.018 0.00
C -1.787216 0.668491 -5.661935 0.054 -0.019 -0.003 0.00
H -1.671910 0.553179 -6.730989 -0.013 0.011 0.002 0.00
S -0.144785 -1.475115 3.475394 0.088 -0.027 0.000 -0.02
C -1.962403 1.111035 3.042282 -0.270 -0.154 -0.117 0.00
N 0.444291 -2.022247 0.750680 0.784 -0.076 0.715 -0.02
Mn 0.102815 -0.228607 1.460256 -1.620 1.031 -2.102 1.12
C 4.213764 0.147386 -3.831747 0.054 -0.017 -0.018 0.00
H 1.107554 2.450773 3.288430 -0.011 -0.011 -0.020 0.00
C 4.323738 1.513976 -4.047020 0.020 -0.052 0.008 0.00
H 3.455443 -0.693329 3.468227 0.009 0.034 -0.019 0.00
H -1.551809 2.381561 0.791151 -0.007 -0.045 -0.003 0.00
H 2.091133 -2.649892 1.917133 -0.088 -0.025 0.010 0.00
C 1.900130 -2.098425 0.996717 0.545 -0.291 -0.120 0.00
H 0.334700 1.256795 4.371690 -0.012 0.001 -0.035 0.00
H -0.388396 2.844597 4.130128 -0.005 0.008 -0.009 0.00
C -0.874897 2.670193 1.589006 -0.007 0.103 -0.114 0.00
C -0.754801 0.296687 -4.817242 -0.031 0.005 -0.035 0.00
H 3.343325 3.423252 -3.947390 0.011 -0.010 0.006 0.00
H 5.039853 -0.510356 -4.066617 0.013 0.027 -0.004 0.00
S 0.254414 0.808740 -0.566044 -0.226 0.221 1.355 -0.03
H -1.897545 -1.703833 -0.626751 -0.032 0.089 0.019 0.00
C -4.050632 0.360794 1.830425 -0.094 -0.105 -0.070 0.00
H 3.625622 -0.883417 1.239321 -0.050 0.039 0.198 0.00
H 1.401713 -1.144738 5.237438 0.087 -0.045 0.028 0.00
C 3.257322 2.360244 -3.765467 -0.056 0.085 0.014 0.00
C -2.089375 0.965359 -2.906521 -0.025 0.001 -0.073 0.00
H 1.979772 -2.379891 4.137429 -0.005 -0.011 -0.049 0.00
C -2.478920 -1.140442 0.097823 0.396 -0.303 -0.134 -0.02
H 0.164674 -4.107594 0.922699 0.015 0.007 -0.025 0.00
C 1.546481 -1.383741 4.185513 -0.203 0.049 -0.029 0.00
H 2.399805 -2.648558 0.195255 -0.092 -0.020 -0.054 0.00
C -0.280377 -3.184165 1.300295 -0.080 0.088 0.162 0.01
H -3.764027 1.480214 -5.799721 0.000 0.001 0.010 0.00
H -1.805741 0.498780 3.930331 0.051 0.060 0.062 0.00
C 3.037236 -0.387287 -3.326518 0.060 -0.011 0.022 0.00
N -0.633991 1.519042 2.501187 -0.070 0.220 0.177 -0.01
N 1.978717 0.104321 2.179102 0.329 -0.282 0.119 -0.03
H 1.235019 2.488764 -3.052817 0.020 0.030 -0.054 0.00
C -0.268659 -3.178245 2.829311 -0.082 0.112 -0.070 0.01
P 0.418590 -0.174445 -2.401914 0.019 -1.101 -0.463 0.00
C -1.871702 -0.435560 1.131607 -0.837 0.379 0.741 -0.06
C 1.975284 0.463952 -3.047127 -0.322 0.014 0.149 0.00
C -2.671320 0.322548 1.985783 0.328 0.111 0.058 0.03
H -4.030797 1.745726 -3.359211 0.010 0.002 -0.017 0.00
H 2.301938 1.057334 2.034409 -0.152 0.032 -0.032 0.00
C -0.916671 0.446216 -3.441803 0.305 0.064 0.399 0.00
H -5.722421 -0.339224 0.687861 0.007 -0.007 -0.012 0.00
H -4.312026 -1.648066 -0.875311 0.030 -0.014 -0.001 0.00
```
Positions in Å, forces in eV/Å.

Its charge is +2. The HOMO energy (spin up / spin down) is -13.93 / -13.93 eV. The total energy is -106153.5887 eV. As for the spin multiplicity: 2. The calculation puts the gap between HOMO and LUMO (spin up / spin down) at 5.30 / 6.14 eV.

# 2
2 unconnected molecules or ions with the total composition C27H36N2O3 in a non-equilibrium geometry, computed with wB97M-V/def2-TZVPD.

The geometry in XYZ format:
```
68
Properties=species:S:1:pos:R:3:forces:R:3:nbo_charge:R:1
N 5.817395 3.653403 1.300929 0.308 1.092 0.493 -0.50
H 4.050188 -2.094467 4.153813 0.013 0.011 -0.232 0.21
H -4.002202 0.173837 1.951989 0.123 0.001 0.088 0.20
C 4.763026 1.846185 0.017943 0.085 0.271 0.115 -0.29
H 3.722434 0.232695 -0.936793 0.065 0.199 0.347 0.20
H -3.011191 1.813199 3.297321 0.158 -0.095 0.081 0.23
C -1.165697 0.963172 2.664407 0.151 -0.952 0.453 0.53
C 4.297880 -1.459729 3.295189 0.143 -0.180 0.142 -0.62
C 3.449527 -0.215539 3.297526 -0.249 -0.012 -0.123 -0.07
H -0.993049 -0.680546 -0.203746 0.286 -0.112 -0.097 0.24
H 5.974821 4.951740 -0.320753 0.219 -0.042 0.074 0.21
C -0.722555 -3.917607 -3.928805 -0.236 -0.134 0.001 -0.40
H 7.266682 3.719767 -0.251103 0.111 0.163 -0.065 0.16
H 2.500879 0.541590 -2.466353 -0.443 0.041 -0.141 0.23
H 3.814401 0.521528 2.568134 -0.071 -0.093 0.209 0.17
H -2.313604 0.656312 4.443839 -0.052 -0.072 -0.198 0.20
H -1.380033 -4.251603 -4.739859 0.046 -0.076 0.293 0.20
C 0.059689 -1.673143 -3.306037 0.024 -0.380 0.169 0.25
C 2.269351 2.728673 0.916952 -0.786 -0.825 -0.098 -0.08
C 3.631698 1.140249 -0.338488 -0.358 -0.046 0.126 -0.09
C -2.774539 -1.542379 2.417595 -0.238 -0.258 0.278 -0.40
C 4.669269 2.983147 0.850586 -0.912 -0.412 -0.053 0.23
H 5.346997 -1.167882 3.386718 0.006 -0.103 -0.021 0.21
H 1.409072 -2.821054 -5.624833 -0.193 0.019 0.015 0.19
H 1.279154 3.054485 1.229756 0.187 -0.137 0.120 0.27
H -0.055484 -1.344678 4.545104 -0.095 -0.382 -0.210 0.19
H 7.119466 4.020541 2.871861 -0.132 -0.252 0.050 0.20
H 3.325211 4.338582 1.861311 0.035 -0.271 -0.116 0.23
C 1.211947 0.420578 3.070002 -2.064 -0.150 -0.606 0.77
C -2.515201 0.840027 3.378978 0.179 0.269 -0.171 -0.50
H 7.240753 2.362985 2.214997 -0.048 0.052 0.168 0.16
H 0.278634 -1.486829 -5.981319 -0.009 -0.243 0.046 0.21
C 3.390610 3.433968 1.257368 1.350 0.172 -0.132 -0.22
H 7.269332 5.080337 0.907234 -0.084 -0.053 -0.178 0.20
O -0.967312 1.937627 1.925221 0.142 0.417 -0.241 -0.68
C 1.166906 0.790710 -0.046926 -0.603 0.035 -0.493 0.14
O 1.557894 1.560192 3.343035 0.377 -0.354 -0.172 -0.66
C -0.360313 -0.779569 -1.086623 0.261 -0.040 -0.311 -0.09
H 3.437157 0.253467 4.292859 0.019 -0.038 -0.352 0.19
N -0.227772 -2.597984 -4.271078 0.001 0.289 -0.018 -0.39
H -4.196294 -0.442978 3.588373 0.020 -0.025 -0.218 0.20
C -0.182160 -0.065548 2.896338 0.905 2.162 -0.365 -0.42
H -1.282734 -3.895560 -2.991966 0.124 -0.144 -0.320 0.22
C 1.581066 -0.033452 -2.382980 -0.521 -0.036 0.071 -0.15
H -1.549283 -2.319955 -1.977707 0.225 0.444 -0.036 0.22
C 6.541031 3.179781 2.467462 -0.313 -0.236 -0.223 -0.39
C 6.629934 4.386462 0.351878 -0.313 -0.415 -0.178 -0.39
C -0.696922 -1.648653 -2.094492 0.184 0.110 0.000 -0.29
O 2.106730 -0.600380 2.935286 0.959 0.407 0.519 -0.55
H 0.104331 -4.643204 -3.824960 -0.194 0.233 -0.028 0.20
H 5.829452 2.822632 3.223410 0.239 0.086 -0.137 0.21
H -0.222093 -3.176133 -6.253005 0.171 0.209 0.056 0.21
C 0.351325 -2.511247 -5.598625 0.173 0.115 0.002 -0.41
C 1.136764 -0.759054 -3.469369 0.173 0.083 0.240 -0.25
H 4.170644 -2.038865 2.372689 0.016 0.149 0.166 0.21
H 0.388308 0.919308 0.705662 -0.058 0.224 -0.046 0.27
H 0.261022 -2.095444 2.986376 -0.191 0.133 0.234 0.21
C -1.819721 -2.029468 3.510042 0.229 -0.053 -0.001 -0.40
H -3.563831 -2.294457 2.279794 0.112 0.102 -0.067 0.20
H -2.261625 -1.459741 1.448164 0.037 0.062 0.268 0.19
H -1.664553 -3.114763 3.437487 -0.180 0.180 -0.041 0.20
C -0.419017 -1.392299 3.497338 0.374 -1.038 0.583 -0.41
H 1.668038 -0.684356 -4.421928 -0.148 -0.177 0.447 0.22
H -2.258191 -1.868053 4.502744 -0.235 0.052 -0.234 0.19
H 5.751598 1.520444 -0.311999 -0.281 0.033 0.100 0.22
C 0.838473 -0.003146 -1.159879 0.003 -0.389 -0.209 -0.13
C -3.449286 -0.225383 2.811282 -0.281 -0.194 -0.021 -0.38
C 2.353604 1.538105 0.144533 1.059 0.601 0.197 -0.23
```
Positions in Å, forces in eV/Å.

Its charge is 0. The value obtained for the energy above the lowest of the compared OMol25 structures with the same formula, charge and spin is 126.6 kcal per mole. The HOMO energy is -5.85 eV. The total energy is -37702.5854 eV. The calculation puts the gap between HOMO and LUMO at 4.10 eV.

# 3
A molecular structure, C27H36N2O3OsP, computed with wB97M-V/def2-TZVPD.

The geometry in XYZ format:
```
70
Properties=species:S:1:pos:R:3:forces:R:3:mulliken_spin:R:1
H -2.401337 -0.201543 2.618833 0.002 0.004 -0.020 -0.01
C -3.649787 -0.883440 -1.010075 -0.043 -0.024 -0.085 0.00
C 4.382940 0.821216 -0.814632 0.656 0.413 -0.152 -0.09
C 3.762204 -0.156504 -2.913744 0.139 0.216 -0.060 0.00
H -3.704307 -2.020775 1.486147 -0.004 -0.042 0.011 0.00
O -2.046953 1.776106 -0.033487 0.057 0.155 0.022 0.11
H 3.601875 -3.279455 1.771574 -0.016 0.011 0.011 0.00
C -3.359119 6.365116 0.374032 0.017 -0.012 -0.007 -0.03
C -1.708385 3.009138 0.215096 -0.207 0.002 -0.087 0.14
H 2.381809 -2.081833 2.194787 0.000 0.013 -0.024 0.00
H 2.063020 -5.068073 1.197461 -0.004 0.005 -0.016 0.00
O 2.363201 -0.280936 -0.492745 0.525 0.200 -0.194 -0.01
H -2.305438 -3.073553 1.506596 0.007 0.001 0.006 0.00
H 0.229604 -2.159127 0.754773 -0.060 -0.087 -0.089 -0.12
H -1.528205 -3.667513 -0.527105 0.024 -0.025 -0.041 0.00
O 4.719200 0.068926 -1.880442 -0.098 -0.431 0.108 -0.01
C 0.106746 -2.511650 -1.374626 0.109 -0.011 -0.099 0.05
C 3.962484 2.614090 1.270145 -0.059 -0.127 -0.112 0.26
H -3.380046 -0.403665 -1.953821 0.004 -0.012 -0.010 0.00
H 3.611040 -1.711963 0.976594 0.016 0.008 -0.049 0.00
C 0.913346 -2.106319 -0.108411 -0.093 -0.034 0.192 0.15
H -6.078527 4.418204 -0.183175 0.003 0.005 0.006 0.00
H 1.614344 3.390887 1.665765 -0.034 -0.043 0.109 0.02
H -3.087651 7.401657 0.521242 -0.006 -0.003 0.006 0.00
C -5.042758 4.685986 -0.023318 0.038 -0.027 -0.004 -0.02
H -5.452911 6.781367 0.172460 0.006 -0.004 -0.009 0.00
H 6.069859 2.907902 1.284156 -0.011 0.009 -0.001 0.00
H -1.341785 5.648767 0.540970 -0.004 -0.010 0.005 0.00
C 2.810609 1.958629 0.676212 0.442 0.032 0.070 -0.16
C 2.875478 -3.604049 -0.897818 0.000 0.020 -0.047 0.00
H 2.968942 -2.866539 -1.689779 0.123 0.172 -0.016 0.00
H -0.964235 -1.229818 2.638725 0.010 -0.004 -0.007 -0.02
C 2.047166 -3.098299 0.293027 0.011 0.040 -0.019 0.04
H 0.554205 -3.391876 -1.835147 -0.014 -0.038 0.063 0.00
C 5.237486 2.391657 0.826245 -0.092 0.024 0.078 -0.10
C 1.624102 2.541033 0.999833 -0.607 -0.183 -0.286 0.46
C -2.057445 -1.237921 2.634414 0.022 0.031 0.030 0.08
C -1.376801 -2.759555 -1.113969 0.020 -0.007 0.017 -0.01
C -4.688881 6.014977 0.174122 -0.013 0.004 0.003 0.05
H -4.873771 -2.550893 -0.302828 -0.001 0.008 0.007 0.00
H 0.633597 -4.767407 0.216939 -0.005 0.023 0.010 0.00
C 1.333858 -4.305582 0.918331 0.025 -0.057 0.018 0.00
C 1.148662 -0.599042 -0.192136 -0.465 0.142 0.319 -0.21
H 6.427149 1.414846 -0.706932 0.004 0.018 0.020 0.01
H 3.766592 3.333719 2.052942 0.017 0.012 -0.005 0.01
C -4.067366 3.703920 -0.017901 -0.042 0.054 -0.026 0.04
H -5.543772 -1.679932 -1.672450 0.003 -0.002 -0.002 0.00
H -4.204324 -2.788965 -1.915149 0.011 0.004 0.003 0.00
H 3.879891 -3.877075 -0.573124 -0.016 0.003 0.001 0.00
H 0.787277 -4.021602 1.821968 0.010 -0.003 -0.004 0.00
H 3.236373 -1.090189 -2.760132 -0.145 -0.132 0.024 0.00
C -2.732119 4.051646 0.189298 0.124 -0.039 0.055 0.01
H -4.093936 -0.099437 -0.392092 -0.006 -0.009 0.019 0.00
H -1.907999 -2.886060 -2.058423 -0.028 0.010 0.008 -0.01
H -4.329122 2.667019 -0.175654 0.003 -0.003 0.007 0.00
P -2.102069 -1.351373 -0.183319 0.237 -0.053 0.139 0.03
C -2.613482 -2.028245 1.452613 -0.098 0.022 0.017 -0.05
H 2.430467 -4.494352 -1.345253 -0.013 0.012 0.001 0.00
C -4.616240 -2.045330 -1.233310 -0.055 0.053 -0.038 0.00
C -2.379131 5.389022 0.384344 -0.039 0.040 0.003 0.06
C 2.962637 -2.494934 1.363492 -0.064 0.037 0.056 0.00
Os -0.520764 0.428185 0.098129 0.036 0.171 -0.106 2.22
H -2.382521 -1.676172 3.578030 -0.010 -0.007 -0.012 0.00
H 3.054316 0.672773 -2.975139 -0.010 -0.013 0.035 0.00
H 4.332351 -0.209207 -3.837506 -0.014 -0.027 -0.013 0.00
N -0.447832 3.314884 0.509845 -0.116 -0.157 -0.179 0.15
C 3.126363 0.906260 -0.263269 -0.793 -0.294 0.032 0.24
H 0.186330 -1.710736 -2.114154 0.056 -0.057 -0.074 0.00
C 5.453349 1.549461 -0.257829 -0.173 -0.069 -0.199 0.34
N 0.330170 2.243514 0.449784 0.698 0.074 0.580 0.36
```
Positions in Å, forces in eV/Å.

Its charge is +1. The HOMO energy (spin up / spin down) is -9.10 / -11.12 eV. The total energy is -49451.9045 eV. As for the spin multiplicity: 5. The calculation puts the gap between HOMO and LUMO (spin up / spin down) at 6.33 / 6.05 eV.

Q: The lowest charge belongs to which entry?
A: C27H36N2O3

Q: The lowest charge belongs to which entry?
A: C27H36N2O3